C3H2N2O2 in the gas phase. Source: the OMol25 dataset; level of theory: ωB97M-V/def2-TZVPD.

The LUMO energy is 0.007 hartree. The frontier orbital gap comes out at 9.2 eV. The molar mass is 98.1 g/mol. Its max |F| is 0.1459 hartree/bohr. Its energy above the lowest of the compared OMol25 structures with the same formula, charge and spin is 3.541 eV. The calculation puts the HOMO energy at -8.997 eV. As for the charge: 0.

Geometry as XYZ:
```
9
Properties=species:S:1:pos:R:3:mulliken_charge:R:1
C -1.555 -0.033 1.235 0.514
C -0.377 0.058 0.550 -0.001
C 2.028 1.041 -0.463 0.616
N 0.949 0.750 0.053 -0.368
N -0.674 -0.944 -0.484 -0.527
O -2.539 -0.225 1.806 -0.345
O 3.046 1.328 -0.896 -0.429
H -1.098 -0.450 -1.299 0.260
H 0.221 -1.525 -0.502 0.281
```



C3H2N2O2 in the gas phase. Source: the OMol25 dataset; level of theory: ωB97M-V/def2-TZVPD.

The LUMO energy (spin up / spin down) is -0.083 / -0.083 hartree. The frontier orbital gap (spin up / spin down) comes out at 8.5 / 8.5 eV. The molar mass is 98.1 g/mol. Its max |F| is 0.0715 hartree/bohr. Its energy above the lowest of the compared OMol25 structures with the same formula, charge and spin is 7.229 eV. The calculation puts the HOMO energy (spin up / spin down) at -10.746 / -10.750 eV. As for the charge: 0.

Geometry as XYZ:
```
9
Properties=species:S:1:pos:R:3:mulliken_charge:R:1
C -0.952 1.283 0.857 0.142
C 0.824 -0.130 0.055 -0.189
C -0.489 0.162 0.050 -0.083
N -1.496 2.099 1.514 -0.375
N 1.305 -1.142 -0.848 -0.157
O -0.668 -1.666 -1.753 -0.463
O 0.625 -1.756 -1.661 0.200
H 1.579 0.355 0.631 0.425
H -1.051 -0.270 -0.779 0.501
```